1.
{"formula": "C16H27ClNO2", "method": "the ωB97M-V functional and the def2-TZVPD basis", "charge": 1, "e_above_lowest_kj_mol": 0.0, "lumo_ev": -2.08, "smiles": "CC[C@@H](C)[NH2+]CCOCCOc1cc(C)c(Cl)c(C)c1", "gap_ha": 0.3491, "homo_ha": -0.4254, "elements": ["O", "H", "C", "H", "H", "H", "C", "C", "C", "H", "H", "C", "H", "H", "Cl", "C", "H", "C", "H", "H", "N", "C", "C", "H", "H", "H", "H", "H", "H", "H", "C", "C", "H", "C", "H", "H", "C", "H", "H", "O", "H", "C", "C", "H", "H", "H", "C"], "coordinates": [[0.685, 3.409, 0.317], [-2.528, -3.722, 0.227], [-0.991, -2.267, 0.068], [2.518, 2.753, -1.258], [-0.703, 4.675, 1.004], [3.780, -0.380, -2.233], [-1.100, 1.264, -1.436], [2.975, 0.763, -0.617], [-0.583, 3.593, 0.907], [2.302, -0.920, 3.157], [-0.673, -2.438, 1.102], [1.316, 2.209, 0.413], [0.944, -2.686, -0.803], [-2.793, -2.599, -1.089], [3.462, -1.767, 0.231], [1.501, -0.998, 2.423], [-1.718, 3.597, -0.938], [1.057, 1.229, 1.364], [4.984, 0.368, -1.197], [-0.080, -4.094, -0.579], [-0.815, -0.796, -0.160], [2.663, -0.222, 0.323], [-1.180, -0.263, -1.491], [0.562, -0.816, 2.940], [-1.414, -0.273, 0.498], [-0.640, 3.148, 1.903], [-0.506, -0.648, -2.255], [0.165, -0.530, 0.069], [-2.673, 3.267, 0.527], [4.083, 1.363, -2.343], [1.735, 0.010, 1.338], [2.296, 1.967, -0.555], [-3.458, -0.817, 0.540], [-2.459, -2.671, -0.054], [-0.419, -2.989, -1.896], [-0.057, 1.594, -1.507], [4.012, 0.519, -1.664], [-1.657, 1.693, -2.279], [0.348, 1.397, 2.159], [-1.678, 1.664, -0.204], [-3.027, -1.889, 1.885], [-0.080, -3.047, -0.866], [-3.376, -1.856, 0.855], [1.525, -2.014, 2.036], [-2.202, -0.570, -1.715], [-4.376, -2.278, 0.834], [-1.726, 3.069, 0.019]], "forces_ev_per_a": [[0.3, -0.1, -0.2], [0.1, 0.0, -0.1], [-0.1, -0.7, -0.2], [0.0, 0.1, -0.2], [0.0, -0.1, 0.1], [0.1, 0.0, -0.1], [0.1, 0.0, 0.0], [-0.1, -0.1, 0.0], [-0.7, -0.2, -0.1], [0.0, -0.1, 0.1], [0.0, 0.2, -0.1], [0.2, -0.3, -0.1], [0.2, 0.0, 0.0], [0.0, -0.1, -0.1], [0.1, 0.1, 0.0], [0.0, 0.0, 0.0], [0.0, 0.0, 0.0], [0.1, 0.3, 0.0], [0.1, -0.1, 0.0], [0.0, -0.1, 0.0], [0.0, 0.1, 0.3], [-0.2, 0.0, 0.1], [-0.2, 0.5, -0.4], [-0.1, 0.0, 0.0], [0.4, -0.1, 0.0], [0.0, 0.1, 0.0], [0.0, -0.1, 0.1], [-0.4, 0.0, -0.1], [0.1, 0.1, -0.1], [0.0, 0.1, -0.1], [0.3, 0.0, 0.0], [-0.2, 0.1, 0.3], [0.0, 0.2, 0.0], [0.1, 0.3, 0.2], [0.0, 0.0, -0.1], [-0.1, -0.1, 0.0], [0.1, 0.0, -0.1], [0.1, -0.1, 0.0], [-0.1, 0.0, 0.1], [0.0, -0.2, -0.1], [0.0, 0.0, 0.2], [0.0, 0.1, 0.1], [0.0, -0.2, -0.2], [0.0, -0.1, 0.1], [0.1, -0.1, 0.1], [-0.1, 0.1, 0.0], [0.3, 0.3, 0.3]], "nbo_charge": [-0.49, 0.24, -0.03, 0.24, 0.22, 0.23, -0.08, 0.09, -0.09, 0.26, 0.22, 0.33, 0.23, 0.21, 0.01, -0.65, 0.19, -0.33, 0.24, 0.25, -0.56, -0.11, -0.25, 0.22, 0.46, 0.18, 0.24, 0.48, 0.21, 0.23, -0.05, -0.29, 0.20, -0.42, 0.22, 0.20, -0.65, 0.20, 0.23, -0.58, 0.21, -0.64, -0.63, 0.23, 0.23, 0.25, -0.09]}

2.
{"formula": "C16H27CrN2", "method": "the ωB97M-V functional and the def2-TZVPD basis", "charge": 2, "e_above_lowest_kj_mol": 503.9, "lumo_ev": [-8.38, -10.29], "gap_ha": [0.2840, 0.2196], "spin_multiplicity": 4, "homo_ha": [-0.5918, -0.5977], "elements": ["H", "H", "H", "H", "C", "H", "C", "H", "N", "H", "C", "H", "H", "H", "C", "H", "H", "C", "H", "H", "C", "C", "H", "H", "C", "C", "H", "Cr", "C", "C", "H", "H", "H", "H", "H", "H", "N", "H", "H", "C", "H", "H", "C", "C", "C", "C"], "coordinates": [[1.468, -1.125, 2.173], [-1.489, 1.788, -2.784], [-1.256, 3.349, -2.003], [1.864, 0.099, -2.685], [-2.761, -0.575, 0.185], [-4.811, -1.844, -1.099], [0.839, 1.515, 1.028], [0.625, 1.789, 3.111], [1.389, -1.782, 1.399], [-1.172, 3.854, 1.215], [-1.400, 2.790, 1.328], [-2.384, -2.329, -0.969], [2.927, -3.187, 1.856], [1.958, 1.841, -3.032], [0.571, -2.671, -0.411], [1.852, 2.851, 2.414], [-2.510, 2.250, -1.426], [1.646, 1.209, -0.116], [-2.885, -1.389, 0.915], [-4.489, -0.215, -1.706], [-0.489, 1.904, 0.582], [2.136, -2.897, 1.179], [-3.538, 0.195, 0.257], [3.791, 1.752, -0.410], [-1.493, 2.292, -1.816], [1.296, 1.043, -2.645], [-2.424, 2.650, 1.000], [-0.947, -0.061, 0.324], [1.628, -3.496, 0.022], [1.410, 1.843, 2.353], [3.321, 0.099, -0.838], [1.982, -4.404, -0.447], [3.428, 0.576, 0.866], [-1.355, 2.566, 2.388], [-1.085, 0.160, 1.895], [-0.067, -2.784, -1.284], [0.408, -1.619, 0.442], [-4.164, -1.616, -2.733], [0.441, 0.958, -3.331], [3.104, 0.921, -0.130], [2.206, 1.142, 2.632], [-1.981, -0.835, -1.831], [-0.509, 1.696, -0.879], [0.816, 1.270, -1.268], [-2.685, -1.280, -1.131], [-4.118, -1.248, -1.704]], "forces_ev_per_a": [[-0.2, -0.4, -0.3], [0.0, 0.0, 0.0], [0.0, -0.1, 0.1], [-0.1, 0.3, -0.1], [-0.9, -0.4, 1.8], [0.3, 0.1, 0.0], [-1.1, 1.7, -0.3], [0.2, 0.1, 0.1], [-0.2, -0.4, -0.5], [0.2, 0.0, -0.2], [-0.5, 0.0, 0.3], [0.0, 0.4, -0.2], [-0.1, 0.0, -0.1], [-0.3, -0.2, 0.4], [0.6, 0.3, 1.0], [-0.2, -0.2, -0.4], [0.0, 0.1, 0.0], [-0.1, -0.2, 0.0], [-0.3, 0.7, 0.4], [0.1, -0.2, -0.1], [2.2, 0.9, 0.9], [-1.2, 0.6, -0.7], [0.2, -0.1, 0.0], [-0.8, -0.2, 0.1], [-0.5, -0.1, -0.1], [-0.2, -0.6, -0.7], [-0.2, 0.0, 0.0], [2.1, -1.3, -0.2], [-0.1, 0.5, 0.2], [-0.2, -0.7, 0.8], [-0.1, 0.4, 0.2], [-0.1, 0.2, 0.1], [0.0, 0.2, -0.4], [0.0, 0.0, 0.2], [-0.1, -0.4, -0.3], [0.2, 0.0, 0.3], [0.8, -1.2, 0.1], [0.1, 0.0, 0.2], [0.4, 0.0, 0.1], [0.4, -0.7, 0.4], [-0.1, 0.2, 0.0], [0.2, 0.2, -0.6], [1.9, 0.5, -1.5], [-1.8, 0.4, 0.1], [-0.2, -0.9, -0.5], [-0.2, 0.3, -0.6]], "mulliken_spin": [0.01, 0.01, 0.02, 0.00, -0.22, 0.00, 0.04, 0.00, 0.02, 0.02, 0.02, 0.00, 0.00, -0.01, 0.02, 0.00, 0.00, 0.08, 0.02, 0.00, -0.02, 0.02, 0.01, 0.02, 0.00, 0.01, -0.01, 2.75, 0.00, 0.02, 0.02, 0.00, 0.00, 0.01, -0.19, 0.00, -0.03, 0.00, 0.00, 0.00, 0.00, -0.02, 0.29, 0.08, 0.02, -0.02]}

3.
{"formula": "C16H27F3O12S2", "method": "the ωB97M-V functional and the def2-TZVPD basis", "lumo_ev": -0.01, "gap_ha": 0.3720, "homo_ha": -0.3723, "elements": ["H", "O", "H", "H", "F", "H", "H", "H", "H", "C", "H", "H", "O", "H", "O", "H", "C", "H", "H", "O", "O", "H", "C", "H", "H", "F", "C", "H", "H", "C", "C", "H", "H", "C", "C", "F", "H", "O", "H", "C", "O", "C", "S", "O", "C", "O", "C", "C", "O", "H", "C", "O", "H", "H", "H", "H", "C", "S", "O", "C"], "coordinates": [[4.189, 0.077, -0.385], [-6.805, -1.931, -1.400], [3.940, 3.046, 2.026], [1.349, -5.570, -3.010], [-3.526, 0.601, 3.138], [2.248, 1.632, 1.524], [1.760, -4.614, -1.567], [4.569, 0.258, 3.174], [0.082, -4.929, -1.957], [-5.148, -1.391, 0.294], [4.614, 3.171, 0.405], [3.785, -0.483, 1.220], [0.277, 5.352, 1.715], [-7.672, -0.868, 1.019], [2.254, -1.780, -4.152], [5.733, 3.272, 1.738], [-8.116, -1.619, -1.608], [-4.911, -0.668, 1.075], [1.779, -0.542, -0.542], [0.993, -2.285, -2.374], [-0.361, 1.931, 3.460], [0.090, -3.432, -3.821], [-6.232, -0.872, -0.623], [-7.347, 0.734, 0.322], [5.950, 1.128, 0.655], [-3.431, 1.748, 1.367], [2.517, 1.108, 0.597], [5.818, 1.568, 3.290], [-5.444, -2.334, 0.756], [1.058, -4.717, -2.395], [2.343, 2.132, -0.589], [3.310, 2.309, -1.074], [0.487, 0.464, 0.033], [2.223, -3.208, -4.062], [4.809, 2.772, 1.416], [-1.917, 0.305, 1.709], [1.569, 1.814, -1.292], [-8.832, -2.199, -2.354], [2.141, -3.655, -5.051], [3.903, 0.437, 0.617], [-1.393, 3.532, 1.898], [1.000, -3.449, -3.215], [-1.632, 2.463, 3.104], [-8.487, -0.556, -0.846], [5.056, 1.249, 1.292], [0.616, 3.456, 0.138], [1.437, 0.000, 0.342], [-2.694, 1.162, 2.316], [2.002, 3.420, -0.023], [-4.239, -1.591, -0.274], [5.455, 0.710, 2.704], [-2.258, 3.031, 4.235], [6.296, 0.002, 2.677], [-5.819, -0.131, -1.315], [1.298, -0.661, 1.207], [3.149, -3.549, -3.592], [1.640, -1.296, -3.045], [0.298, 3.932, 1.702], [1.662, -0.157, -2.701], [-7.438, -0.327, 0.098]], "forces_ev_per_a": [[-0.2, 0.4, 0.2], [-0.4, 0.3, 0.0], [0.4, -0.1, 0.1], [0.0, 0.1, -0.1], [0.1, -0.5, 1.1], [0.4, -0.1, -0.1], [0.1, 0.0, -0.1], [0.4, 0.1, 0.2], [0.0, 0.0, 0.0], [0.3, -0.3, -0.3], [0.0, 0.1, 0.4], [0.1, 0.2, -0.3], [-0.4, 0.5, -0.3], [0.1, -0.1, 0.0], [-0.1, 0.0, 0.3], [-0.4, -0.1, 0.3], [0.0, -0.1, -0.2], [-0.1, 0.0, 0.0], [-0.2, -0.3, 0.4], [0.2, 0.3, -0.3], [0.4, -1.3, -1.1], [0.1, 0.1, -0.1], [0.5, -0.1, 0.5], [-0.2, 0.0, -0.1], [-0.3, 0.1, 0.1], [-0.2, 0.4, -0.2], [-1.2, -0.8, -1.4], [-0.3, -0.4, 0.1], [-0.2, 0.1, 0.1], [-0.3, 0.1, 0.4], [0.5, -0.3, 1.7], [-0.4, 0.1, -0.1], [0.2, -0.2, 0.4], [0.1, -0.1, -0.3], [0.1, -0.2, -1.3], [0.5, -0.8, 0.2], [0.3, 0.2, 0.0], [0.0, 0.0, 0.0], [0.0, 0.2, -0.1], [0.0, -0.1, 1.1], [-0.8, -1.3, 0.2], [0.0, -0.7, 0.2], [2.2, 1.1, 1.5], [0.1, -0.2, -0.1], [0.6, 0.1, 0.3], [-2.7, -0.1, -0.2], [0.5, 0.6, 0.0], [-0.4, 1.2, -1.7], [1.1, 0.4, -0.4], [0.0, 0.0, 0.1], [-0.2, 0.4, -0.5], [-2.0, 0.7, -0.6], [-0.5, -0.1, -0.1], [-0.1, 0.0, 0.0], [0.0, 0.1, -0.3], [-0.1, 0.0, 0.1], [-0.1, 0.1, 0.0], [2.2, -0.1, 0.8], [0.0, -0.1, -0.3], [-0.1, 0.3, 0.1]], "nbo_charge": [0.21, -0.49, 0.21, 0.22, -0.28, 0.21, 0.23, 0.20, 0.23, -0.63, 0.20, 0.21, -0.85, 0.18, -0.48, 0.21, 0.97, 0.22, 0.22, -0.49, -0.92, 0.19, 0.06, 0.21, 0.19, -0.31, -0.26, 0.21, 0.23, -0.63, -0.09, 0.20, 0.20, -0.10, -0.61, -0.28, 0.22, -0.56, 0.21, -0.39, -0.88, 0.06, 2.26, -0.49, -0.22, -0.46, -0.60, 0.76, -0.25, 0.23, -0.61, -0.87, 0.21, 0.18, 0.21, 0.19, 0.98, 1.75, -0.59, -0.10]}